# 1
81
Properties=species:S:1:pos:R:3:forces:R:3:mulliken_charge:R:1 method="wB97M-V/def2-TZVPD" spin_multiplicity=1 e_homo_ha=-0.4262 de_lowest_ev=0.000 charge=+1 orbital_gap_ha=0.30717
In -0.088 0.279 0.775 0.0 0.0 0.1 1.89
Ge -0.534 1.127 4.611 0.0 0.0 0.0 1.30
S -1.441 0.226 2.825 0.0 0.0 -0.1 -0.96
F 2.435 2.409 4.815 0.0 0.0 0.0 -0.39
F -4.445 -0.293 9.038 0.0 0.0 0.0 -0.29
F -0.051 -0.301 7.463 0.0 0.0 0.0 -0.30
F 0.263 -1.778 5.008 0.0 0.0 0.0 -0.59
F -3.492 1.630 4.882 0.0 0.0 0.0 -0.33
F 0.990 5.480 2.151 0.0 0.0 0.0 -0.29
F -1.827 -0.926 9.355 0.0 0.0 0.0 -0.28
F -1.646 3.515 6.466 0.0 0.0 0.0 -0.29
F -0.207 7.160 3.927 0.0 0.0 0.0 -0.29
F 4.783 1.195 5.173 0.0 0.0 0.0 -0.38
F 0.875 2.822 2.548 -0.1 -0.1 -0.1 0.21
F 4.909 -1.496 5.446 0.0 0.0 0.0 -0.38
F -5.274 0.989 6.796 0.0 0.0 0.0 -0.28
F -1.507 6.154 6.080 0.0 0.0 0.0 -0.28
F 2.635 -2.981 5.359 0.0 0.0 0.0 -0.39
N 0.349 -2.072 0.790 -0.1 0.0 -0.1 0.45
N -1.896 -0.857 -0.111 0.0 0.1 0.0 0.06
N -1.105 2.968 -2.285 -0.1 0.0 0.0 -0.75
N 2.069 0.066 1.503 0.0 0.0 0.0 0.90
N 0.364 2.753 -4.283 0.0 0.0 0.0 -0.51
N 1.210 -0.256 -1.193 0.0 0.0 0.0 0.39
N -0.330 2.175 -0.113 -0.1 0.0 0.0 -0.51
C -3.574 0.009 8.090 0.0 0.0 0.0 0.65
C 1.366 -1.012 5.065 0.0 0.0 0.0 0.18
C -2.888 -0.267 -0.789 0.0 0.0 0.0 -0.16
C 2.438 -1.967 -2.302 0.0 0.0 0.0 -1.29
C -3.068 0.966 5.965 0.0 0.0 0.0 0.10
C 0.231 3.637 3.410 0.1 0.0 0.0 0.03
C 4.726 -0.459 2.010 0.0 0.0 0.0 -0.78
C -0.931 -2.680 1.185 0.0 0.0 0.0 -1.26
C -4.284 -2.168 -0.501 0.0 0.0 0.0 -0.43
C 3.733 -0.899 5.310 0.0 0.0 0.0 0.62
C 1.254 0.361 4.911 0.0 0.0 0.0 -0.07
C 2.434 1.080 4.967 0.0 0.0 0.0 0.39
C -0.430 3.075 4.485 0.0 0.0 0.0 -0.33
C -1.338 0.007 7.247 0.0 0.0 0.0 0.48
C 2.722 0.312 -2.953 0.0 0.0 0.0 -1.38
C -0.688 2.536 -1.180 0.1 0.1 0.0 0.81
C -2.237 -0.316 8.248 0.0 0.0 0.0 0.14
C 4.309 0.835 1.740 0.0 0.0 0.0 -1.21
C 3.043 -1.023 -3.119 0.0 0.0 0.0 -0.51
C 2.465 -1.188 1.752 0.0 0.0 0.0 1.45
C 1.515 -1.547 -1.362 0.0 0.0 0.0 1.04
C -0.941 5.334 5.204 0.0 0.0 0.0 0.07
C -3.996 0.660 6.941 0.0 0.0 0.0 0.12
C -1.726 0.640 6.079 0.0 0.0 0.0 -0.40
C 3.793 -1.484 2.011 0.0 0.0 0.0 -1.18
C -0.310 2.860 -3.352 0.0 0.0 0.0 0.55
C -4.099 -0.891 -1.007 0.0 0.0 0.0 -0.93
C 0.323 4.994 3.195 0.0 0.0 0.0 -0.21
C 3.665 0.474 5.164 0.0 0.0 0.0 0.39
C 0.726 -2.544 -0.553 0.0 0.0 0.0 -1.09
C 1.408 -2.273 1.784 0.1 0.0 0.0 -1.70
C -2.070 -2.088 0.382 0.0 0.0 0.0 0.91
C 2.969 1.055 1.484 0.0 0.0 0.0 -0.48
C -1.003 3.960 5.382 -0.1 0.0 0.0 0.52
C 1.817 0.651 -1.963 0.0 0.0 0.0 -0.46
C -3.255 -2.779 0.197 0.0 0.0 0.0 -1.01
C -0.279 5.851 4.104 0.0 0.0 0.0 0.64
C 2.572 -1.653 5.260 0.0 0.0 0.0 0.39
H -0.912 -3.767 1.051 0.0 0.0 0.0 0.54
H 5.767 -0.670 2.216 0.0 0.0 0.0 0.50
H 3.148 1.087 -3.573 0.0 0.0 0.0 0.49
H -3.366 -3.777 0.598 0.0 0.0 0.0 0.52
H 2.596 2.044 1.254 0.0 0.0 0.0 0.64
H -1.105 -2.465 2.241 0.0 0.0 0.0 0.45
H 1.572 1.686 -1.781 0.0 0.0 0.0 0.90
H -5.222 -2.686 -0.651 0.0 0.0 0.0 0.45
H -0.195 -2.743 -1.104 0.0 0.0 0.0 0.50
H -4.875 -0.384 -1.561 0.0 0.0 0.0 0.48
H 4.088 -2.506 2.209 0.0 0.0 0.0 0.59
H 1.269 -3.492 -0.485 0.0 0.0 0.0 0.27
H -2.691 0.731 -1.163 0.0 0.0 0.0 0.29
H 2.663 -3.021 -2.403 0.0 0.0 0.0 0.51
H 3.755 -1.330 -3.875 0.0 0.0 0.0 0.45
H 0.941 -2.271 2.770 0.0 0.0 0.0 0.22
H 5.004 1.662 1.723 0.0 0.0 0.0 0.56
H 1.891 -3.246 1.654 0.0 0.0 0.0 0.28


# 2
79
Properties=species:S:1:pos:R:3:forces:R:3:mulliken_spin:R:1 method="wB97M-V/def2-TZVPD" spin_multiplicity=2 e_homo_ha="-0.2049 / -0.2004" de_lowest_ev=1.076 charge=-1 orbital_gap_ha="0.26241 / 0.21372" s_squared=0.755
Ir -1.890 0.971 0.207 -0.8 -1.5 -1.0 0.63
Br -2.003 0.764 -4.816 0.0 0.0 0.0 0.00
Br -3.096 6.337 -3.966 0.0 0.0 0.0 0.00
Br -2.923 5.742 -0.675 0.0 0.0 0.0 0.00
Br -2.619 3.813 -6.068 0.0 0.0 0.0 0.00
S 0.327 -2.928 2.138 -0.1 0.1 0.0 0.00
S 0.093 -4.093 -1.125 0.0 0.1 0.0 0.00
S -4.337 -2.522 0.663 -0.1 0.1 0.0 0.00
O -0.008 2.563 1.612 0.2 0.4 0.4 0.02
O -2.366 2.832 -0.141 0.5 -0.2 -0.2 0.17
O -5.574 0.494 1.689 -0.1 -0.1 0.0 0.01
O -3.106 0.526 6.205 0.0 0.0 0.0 0.00
O -3.854 0.691 0.278 0.0 0.0 0.3 0.03
O 0.775 2.418 3.729 0.1 -0.1 0.1 0.00
O -2.038 0.828 -1.815 0.2 0.2 -0.1 0.00
O -1.568 -0.955 0.746 -0.1 0.3 0.0 0.06
N 5.284 0.456 0.229 0.0 0.0 0.0 0.00
N 0.200 0.842 -0.207 -0.2 0.6 0.5 -0.01
N -2.168 1.085 2.253 0.4 0.4 0.1 0.01
N 5.000 1.491 -1.725 0.0 0.0 0.0 0.00
C -1.575 -2.247 0.186 0.1 -0.1 -0.1 0.00
C -2.440 3.099 -1.448 -0.1 0.0 0.1 0.00
C -2.309 2.255 -3.703 -0.1 0.1 -0.2 -0.01
C -1.211 -4.712 3.093 0.0 0.0 0.0 0.00
C 0.007 -4.147 3.292 0.0 0.0 0.0 0.00
C -3.780 0.493 3.898 0.0 0.0 0.0 0.00
C 7.449 1.736 -2.244 0.0 0.0 0.0 0.00
C 2.949 0.899 -0.513 0.0 0.0 0.0 0.00
C 2.116 1.523 -1.430 0.0 0.0 0.0 0.00
C -1.598 1.237 4.542 0.0 0.0 0.0 0.00
C -5.394 -2.874 -0.630 0.0 0.0 0.0 0.00
C -1.198 -3.158 1.358 0.0 0.1 0.2 0.01
C -3.311 -2.900 -1.634 0.0 0.1 0.0 0.00
C 8.710 1.470 -1.750 0.0 0.0 0.0 0.00
C -2.687 4.370 -1.941 -0.1 0.1 -0.1 0.03
C 0.991 0.258 0.691 0.1 -0.1 -0.1 0.00
C -1.902 -4.139 1.986 0.0 -0.2 -0.1 0.00
C -1.299 1.441 3.209 -0.1 0.0 0.0 -0.01
C -4.716 -3.055 -1.795 0.0 0.0 0.0 0.00
C -4.389 0.596 1.466 0.0 0.0 -0.2 0.00
C 2.362 0.249 0.566 0.0 0.0 0.0 0.00
C -0.028 2.221 2.809 0.1 0.0 -0.1 0.01
C 0.686 -2.362 -2.892 0.0 0.1 0.0 0.00
C 7.818 0.427 0.257 0.0 0.0 0.0 0.00
C 6.551 0.698 -0.249 0.0 0.0 0.0 0.00
C -2.558 3.538 -4.202 0.0 -0.2 0.0 0.03
C -2.270 2.021 -2.334 0.1 -0.3 0.1 0.03
C 4.404 0.959 -0.695 0.0 0.0 0.0 0.00
C -3.399 0.688 2.593 0.0 0.0 0.1 0.01
C 0.902 -3.665 -2.569 0.0 0.0 0.0 0.00
C -0.162 -1.700 -1.960 -0.1 0.0 -0.1 0.00
C 8.892 0.825 -0.515 0.0 0.0 0.0 0.00
C -0.557 -2.501 -0.933 -0.1 0.0 0.0 0.00
C -2.837 0.727 4.893 0.0 0.0 0.0 0.00
C -2.753 4.596 -3.321 0.0 0.1 0.2 -0.02
C -2.951 -2.606 -0.353 0.0 0.1 0.0 0.00
C 6.352 1.344 -1.478 0.0 0.0 0.0 0.00
C 0.750 1.480 -1.237 0.0 0.0 -0.1 -0.02
H -4.799 0.191 4.104 0.0 0.0 0.0 0.00
H -0.516 -0.693 -2.095 -0.1 0.0 0.0 0.01
H 1.507 -4.389 -3.091 0.0 0.0 0.0 0.00
H -2.875 -4.470 1.659 0.0 0.0 0.0 0.00
H 7.302 2.234 -3.193 0.0 0.0 0.0 0.00
H -5.195 -3.270 -2.739 0.0 0.0 0.0 0.00
H 0.080 1.959 -1.937 0.0 0.0 0.1 0.01
H -0.865 1.523 5.282 0.0 0.0 0.0 0.00
H 0.494 -0.228 1.514 0.0 0.0 0.1 0.00
H 2.935 -0.257 1.331 0.0 0.0 0.0 0.00
H 2.533 2.046 -2.278 0.0 0.0 0.0 0.00
H 9.581 1.764 -2.321 0.0 0.0 0.0 0.00
H 1.103 -1.880 -3.766 0.0 0.0 0.0 0.00
H -1.611 -5.508 3.705 0.0 0.0 0.0 0.00
H 0.736 -4.387 4.050 0.0 0.0 0.0 0.00
H 7.961 -0.067 1.209 0.0 0.0 0.0 0.00
H -2.600 -2.967 -2.444 0.0 0.0 0.0 0.00
H -4.001 0.182 6.299 0.0 0.0 0.0 0.00
H 5.044 0.049 1.115 0.0 0.0 0.0 0.00
H 9.897 0.637 -0.161 0.0 0.0 0.0 0.00
H -6.459 -2.907 -0.465 0.0 0.0 0.0 0.00


# 3
74
Properties=species:S:1:pos:R:3:forces:R:3:mulliken_charge:R:1 method="wB97M-V/def2-TZVPD" spin_multiplicity=1 e_homo_ha=-0.2421 de_lowest_ev=0.000 orbital_gap_ha=0.17876
Se 1.154 -2.107 -2.887 0.1 -1.0 3.0 0.33
Se 5.910 0.262 5.695 -0.4 -0.2 -0.9 0.25
Mg 0.749 0.361 -0.241 -1.5 0.2 -0.6 1.83
F 0.598 6.495 -2.686 0.3 -0.6 0.2 -0.30
F 1.066 2.263 -4.755 0.1 0.0 0.0 -0.30
F 1.027 4.969 -4.954 -0.2 0.2 0.4 -0.32
F 0.746 5.237 -0.218 -0.6 0.3 -0.2 -0.30
F 1.039 1.027 -2.298 0.2 0.5 -0.4 -0.09
O 0.547 2.427 -0.061 0.9 0.1 -0.5 -0.87
N 0.944 0.216 1.868 0.5 -0.6 1.2 0.32
N 3.001 0.460 0.102 0.3 0.1 1.0 0.07
N 0.934 -1.977 -1.037 0.2 -0.2 0.4 -0.49
N 1.024 -3.836 -2.743 0.4 -1.2 -1.4 -0.77
N 6.152 0.231 3.896 -1.0 0.5 0.0 -0.83
N 4.113 0.253 5.567 0.5 0.0 -0.8 -0.84
C -5.767 2.165 -0.709 0.4 0.0 0.2 -0.92
C -1.594 0.229 -0.735 1.0 0.8 0.8 0.33
C 3.999 0.420 -0.780 -0.3 0.2 -0.6 -0.17
C -4.548 1.519 -0.824 0.3 0.4 0.4 0.01
C 2.478 0.236 3.771 -1.8 0.1 -0.6 0.46
C 0.927 4.402 -3.733 -0.2 -0.7 -0.6 0.34
C 5.671 0.260 0.928 0.6 0.0 0.0 -0.56
C 2.198 0.332 2.386 -0.2 -0.4 0.3 -0.22
C -0.067 -0.056 2.705 0.2 0.6 -0.3 -0.25
C -0.093 -4.864 1.070 0.6 1.3 0.2 -0.55
C -1.806 -1.307 -2.678 -0.7 -0.2 0.1 -0.52
C 0.720 5.153 -2.577 -0.2 0.2 -0.2 0.13
C 0.821 -4.272 -1.522 -0.5 1.2 0.1 0.39
C 0.092 -0.158 4.081 1.2 1.1 0.1 -1.17
C -2.305 -0.814 -1.450 -0.6 -0.9 0.2 0.20
C -5.959 3.045 0.349 0.2 0.6 0.3 -0.36
C 0.734 -3.219 -0.518 0.7 1.1 -1.7 0.85
C -3.706 2.723 1.070 0.1 1.1 1.1 -0.29
C -3.137 -3.304 -2.425 0.0 -0.6 0.1 -0.59
C 3.830 0.265 4.283 0.7 0.4 0.1 1.07
C 4.950 0.308 3.343 0.2 -0.3 1.3 0.92
C 0.887 2.434 -2.403 -0.3 -1.2 0.3 -0.32
C -3.723 -2.799 -1.259 0.0 0.1 -0.7 -0.75
C 1.360 0.072 4.611 0.2 -1.0 0.2 -0.81
C 0.498 -5.613 -1.188 -0.7 -1.1 0.9 -0.80
C 4.670 0.371 1.916 -0.8 -0.3 -1.8 0.09
C 0.970 3.013 -3.657 0.1 0.7 0.6 -0.05
C -2.190 -2.579 -3.135 -0.1 0.3 -0.4 -0.37
C 0.444 -3.609 0.830 -0.8 -0.4 0.4 -0.53
C -3.349 -1.561 -0.789 1.0 0.4 0.1 -0.60
C 3.307 0.426 1.431 1.3 -0.3 -0.4 0.11
C -2.125 1.260 -0.045 0.4 0.2 0.1 -0.10
C 0.651 3.059 -1.176 0.0 2.0 -0.7 0.48
C -0.063 -5.861 0.055 0.6 0.4 -1.2 -0.47
C 0.609 4.529 -1.356 0.7 -1.9 1.1 0.23
C -4.926 3.357 1.239 -0.6 -0.6 -0.7 -0.85
C -3.489 1.826 0.059 -0.2 -1.2 -1.0 0.53
C 5.324 0.222 -0.433 0.0 0.5 1.6 -0.94
H -3.410 -4.306 -2.759 0.0 0.3 0.0 0.38
H -0.762 -0.223 4.725 -0.3 -0.4 0.1 0.47
H -1.420 1.885 0.545 -0.5 -0.4 -0.4 -0.21
H 0.577 -2.902 1.633 -0.3 0.2 0.1 0.40
H 6.742 0.239 1.256 -1.2 -0.2 -0.4 0.43
H -3.772 -1.204 0.166 0.4 0.0 -0.7 0.35
H 0.637 -6.405 -1.936 -0.3 0.4 0.3 0.41
H 6.051 0.143 -1.211 0.4 0.0 -0.2 0.46
H -1.770 -3.034 -4.059 -0.3 0.5 0.7 0.35
H 3.766 0.611 -1.847 -0.2 -0.5 0.8 0.40
H -4.399 0.796 -1.599 0.2 -0.2 -0.4 0.49
H -0.519 -5.125 2.065 0.6 0.3 -0.8 0.36
H -4.509 -3.361 -0.769 0.1 0.0 0.1 0.42
H -0.484 -6.808 0.332 0.1 -0.5 -0.3 0.42
H -1.120 -0.683 -3.266 -0.3 -0.3 0.4 0.67
H -2.881 2.980 1.742 -0.2 -0.1 -0.2 0.35
H -5.085 4.081 2.025 0.0 0.0 0.1 0.39
H 1.558 -0.040 5.685 -0.2 0.3 -0.4 0.47
H -6.536 2.015 -1.461 0.0 -0.1 0.2 0.39
H -6.900 3.545 0.470 -0.4 0.2 0.0 0.38
H -1.060 -0.095 2.281 0.0 -0.2 -0.4 0.57